C23H21N2O8PRu | the ωB97M-V functional and the def2-TZVPD basis

Cartesian coordinates (Å):
Ru  -0.086  0.182  0.398
O  -0.397  -1.959  0.044
C  -0.382  -2.829  0.929
C  0.057  -2.697  2.292
C  0.118  -3.890  3.032
C  0.605  -3.869  4.308
C  1.038  -2.683  4.904
C  0.974  -1.503  4.205
C  0.479  -1.473  2.891
O  0.419  -0.324  2.267
N  0.677  -5.127  5.069
O  0.247  -6.128  4.534
O  1.171  -5.077  6.175
H  -0.728  -3.826  0.632
H  -0.209  -4.826  2.599
H  1.417  -2.716  5.916
H  1.291  -0.572  4.654
O  -3.360  0.386  -2.076
C  -2.244  0.556  -1.696
O  -1.892  0.522  -0.402
C  -1.062  0.825  -2.637
P  0.208  1.731  -1.677
C  -0.497  3.366  -1.394
C  -0.555  3.877  -0.101
C  -1.114  5.125  0.132
C  -1.617  5.863  -0.928
C  -1.559  5.362  -2.223
C  -1.001  4.117  -2.458
C  1.714  1.955  -2.647
C  2.300  0.846  -3.263
C  3.486  0.983  -3.967
C  4.105  2.226  -4.051
C  3.532  3.329  -3.431
C  2.340  3.197  -2.730
H  -1.414  1.370  -3.512
H  -0.659  -0.131  -2.980
H  -0.156  3.307  0.731
H  -1.162  5.515  1.140
H  -2.060  6.834  -0.747
H  -1.955  5.939  -3.048
H  -0.959  3.733  -3.470
H  1.831  -0.129  -3.199
H  3.922  0.123  -4.460
H  5.024  2.335  -4.611
H  4.003  4.300  -3.506
H  1.895  4.065  -2.260
N  5.041  1.682  -0.546
C  4.420  0.369  -0.457
C  2.982  0.544  -0.023
O  2.128  -0.324  -0.145
O  2.696  1.710  0.505
H  4.965  2.062  -1.484
H  6.017  1.669  -0.283
H  3.534  2.241  0.410
H  4.900  -0.222  0.325
H  4.434  -0.222  -1.373

Forces on the atoms, in the same order (eV/Å):
Ru 0.137 -0.249 -0.243
O 0.025 0.062 0.087
C 0.085 0.064 0.127
C 0.010 0.017 -0.091
C -0.026 0.019 0.030
C -0.021 -0.028 0.031
C -0.002 0.005 -0.036
C -0.024 -0.046 0.070
C -0.104 -0.061 -0.163
O 0.011 0.151 0.171
N 0.062 -0.056 0.006
O 0.001 0.066 0.004
O -0.048 0.027 -0.043
H 0.067 -0.026 0.003
H 0.009 -0.009 0.005
H -0.002 0.004 0.004
H -0.001 0.008 -0.016
O -0.033 0.051 -0.159
C 0.201 -0.034 0.292
O -0.193 -0.079 -0.004
C 0.032 0.199 -0.171
P -0.193 0.178 0.317
C 0.021 0.008 -0.075
C 0.030 0.012 0.006
C -0.003 -0.003 -0.006
C -0.004 0.004 -0.004
C 0.001 -0.006 0.006
C -0.011 -0.005 -0.008
C -0.032 -0.122 -0.201
C -0.025 0.004 -0.007
C 0.021 0.004 0.008
C 0.002 -0.009 -0.012
C -0.023 0.015 0.005
C 0.018 0.008 0.016
H 0.029 -0.020 -0.016
H -0.013 -0.026 0.039
H 0.003 -0.023 0.012
H 0.002 0.001 -0.003
H 0.003 -0.002 0.003
H 0.002 -0.001 0.005
H 0.003 -0.001 0.007
H -0.004 0.002 0.002
H 0.001 0.007 -0.001
H -0.003 0.000 -0.002
H 0.004 -0.009 0.004
H -0.008 -0.004 -0.003
N -0.054 -0.004 -0.013
C 0.033 -0.008 0.039
C -0.063 0.067 -0.016
O 0.010 -0.111 0.006
O 0.046 -0.028 -0.002
H 0.023 -0.001 -0.009
H -0.011 0.001 0.035
H 0.012 0.004 0.004
H 0.017 -0.024 -0.023
H -0.018 0.006 -0.013

## Properties
Strongest force on any atom ... 0.41 eV/Å
Multiplicity ... 6
Lowest unoccupied orbital energy (spin up / spin down) ... -3.47 / -5.37 eV
Energy relative to the best compared isomer or geometry (same formula, charge and spin) ... 0.171 eV
Charge ... +1
HOMO energy (spin up / spin down) ... -11.3 / -12.0 eV
Gap between HOMO and LUMO (spin up / spin down) ... 7.8 / 6.6 eV

Here are the Mulliken charges for atoms 1 to 5, given in e:
1. Ru 1.233
2. O -0.518
3. C -0.073
4. C 0.321
5. C -0.583